# 1
This record from the OMol25 dataset describes a structure of composition C40H24BiBrF10N8O2S2. The level of theory is wB97M-V/def2-TZVPD.

Geometry as XYZ:
```
88
Properties=species:S:1:pos:R:3:forces:R:3
Bi 0.45285 -0.79123 -1.64578 0.000 -0.277 0.306
Br -7.73166 0.73697 1.50639 0.000 0.031 0.046
S -0.37626 -0.53387 -4.33825 -0.254 -0.088 -0.326
S 2.49308 0.19147 -3.11144 0.216 0.209 -0.025
F 1.47377 2.33418 5.36959 -0.031 0.099 0.003
F -3.29421 -3.87365 3.86936 -0.056 -0.128 0.055
F 3.04360 -2.80796 4.54538 0.040 -0.038 -0.143
F -2.68840 0.69529 2.98069 -0.016 0.082 -0.009
F 2.89083 -1.85065 6.96653 0.019 -0.093 0.101
F 2.11940 0.72392 7.49421 -0.004 0.039 0.061
F -4.01780 -1.27789 4.33232 -0.043 0.012 0.047
F -1.42014 -4.53331 2.16736 0.070 -0.051 -0.134
F -0.77691 0.11121 1.20496 -0.068 0.033 0.034
F 1.65830 1.45961 2.86300 -0.007 0.132 -0.164
O -2.28904 -1.20833 -1.37918 -0.100 0.011 -0.146
O -2.94641 0.91407 -1.03243 -0.185 -0.079 0.096
N -0.56005 1.18390 -1.50278 -0.193 0.129 0.177
N -5.62950 -2.65929 0.56691 -0.040 0.019 0.043
N 2.58086 -0.98279 2.19876 -0.011 0.339 -0.276
N 1.73293 0.54219 -0.15352 0.080 -0.410 0.676
N -0.01474 -2.36442 0.61856 0.361 -0.221 -0.588
N 2.59328 -2.54915 -0.74304 0.043 0.062 0.177
N -1.23081 5.03688 -6.78766 0.045 -0.065 0.012
N 2.35568 6.01794 -5.11817 -0.027 -0.072 0.022
C 1.56809 1.38855 -3.98435 0.019 -0.023 -0.055
C 2.06249 2.68148 -4.13265 -0.061 0.031 -0.030
C -0.21801 3.55617 -1.10319 0.060 0.007 0.018
C 0.31929 1.04292 -4.56118 0.015 0.001 -0.029
C -4.31849 -0.81868 -0.22404 0.014 -0.125 -0.047
C 0.59395 -3.66922 0.43653 -0.262 0.168 0.268
C -4.55737 -2.17992 -0.05612 -0.029 0.035 0.088
C 1.35931 1.92047 -0.27619 0.005 0.255 0.105
C 2.45655 -0.68938 3.48644 0.021 -0.290 -0.065
C 0.60640 4.57555 -0.62722 -0.023 -0.063 0.018
C 1.90685 4.96452 -4.99481 0.049 0.115 -0.009
C 3.38277 -2.74223 -1.95956 -0.088 -0.029 0.025
C -0.98271 -2.23120 1.51430 0.009 0.073 0.315
C -1.43123 3.81490 -1.84776 -0.019 0.036 -0.030
C 1.99352 0.61316 3.85421 0.047 -0.072 0.091
C 2.20219 0.26626 6.22205 -0.007 -0.080 0.014
C 0.15808 2.21081 -0.93967 -0.084 -0.045 -0.102
C 1.36581 3.64593 -4.85448 -0.042 -0.106 -0.026
C 3.11921 -2.26821 1.82574 -0.281 0.078 0.162
C -6.51871 -1.78823 1.03986 0.173 -0.119 -0.051
C 0.14264 3.30193 -5.45256 0.072 -0.053 0.064
C -1.68695 -3.20441 2.28863 0.102 0.125 -0.151
C -0.35818 2.01513 -5.30015 -0.007 0.052 0.008
C -2.67081 -2.88637 3.20526 0.025 0.171 0.019
C -0.60934 4.26874 -6.19626 -0.090 0.098 -0.035
C 1.88441 1.07359 5.14076 -0.006 0.021 -0.065
C -1.39984 -0.90458 1.83833 -0.003 -0.100 -0.074
C -3.03165 -1.57971 3.45956 -0.035 -0.134 -0.058
C 1.79719 4.27855 0.00623 0.013 0.056 0.004
C -2.20551 2.81684 -2.27235 -0.045 -0.053 -0.003
C -3.07546 -0.39189 -0.93811 0.194 0.106 0.141
C 1.68986 -3.69944 -0.63256 -0.166 0.123 0.067
C -1.86172 1.39672 -1.99336 0.485 0.062 -0.166
C 2.70656 -1.49028 4.64852 0.003 0.085 -0.048
C -5.25739 0.08709 0.24089 0.066 0.055 0.083
C -2.36635 -0.58902 2.75713 -0.050 0.149 -0.074
C 3.55812 -2.41107 0.36781 -0.032 -0.060 0.065
C 2.16703 2.94596 0.17342 0.037 -0.081 0.055
C 2.60102 -1.02237 5.94474 -0.021 0.069 -0.100
C -6.37354 -0.42197 0.87395 -0.056 0.013 0.038
H 4.19746 -3.31360 0.35820 0.051 -0.009 -0.093
H -1.30619 1.75582 -5.75363 0.006 0.022 0.017
H 1.73691 0.12941 0.82367 -0.065 0.215 -0.321
H -2.02351 0.76946 -2.86879 -0.073 -0.103 -0.033
H -7.36631 -2.19784 1.57734 -0.037 0.048 -0.058
H 2.69446 0.44081 -0.45959 0.061 -0.060 -0.093
H 0.30041 5.60624 -0.77511 0.018 -0.023 -0.007
H -1.67718 4.84476 -2.08777 -0.014 -0.026 0.028
H 2.73780 -2.74295 -2.83934 -0.004 0.007 -0.002
H 2.44186 5.06810 0.37218 -0.030 -0.021 -0.016
H 4.04648 -2.47386 2.37435 0.098 -0.090 0.087
H 4.10505 -1.93638 -2.07389 0.006 0.038 -0.007
H 3.00256 2.94337 -3.66501 -0.018 -0.003 0.002
H 4.20413 -1.56269 0.11972 -0.026 0.017 0.010
H -3.10068 2.99485 -2.85651 0.030 0.028 0.012
H 2.27399 -4.62440 -0.48186 0.026 -0.009 -0.059
H 2.43383 -3.08202 2.07429 0.122 -0.081 0.046
H -5.10141 1.15006 0.12497 -0.002 0.008 -0.030
H 3.09767 2.69643 0.67203 -0.064 -0.019 0.007
H 1.01379 -4.03868 1.37777 -0.084 -0.075 0.022
H -3.84486 -2.89619 -0.44435 0.044 0.005 0.042
H 1.20119 -3.79337 -1.60923 0.069 -0.003 -0.019
H -0.13250 -4.42911 0.11877 0.011 -0.104 -0.020
H 3.92831 -3.70040 -1.92781 0.034 0.009 0.012
```
Forces are in eV/Å.

## Properties
- HOMO (eV) = -1.9
- total charge = -2
- LUMO (eV) = 3.431
- orbital gap (eV) = 5.36
- energy relative to the best compared isomer or geometry (same formula, charge and spin) (kcal/mol) = 45.5
- E_tot (Eh) = -6710.957428

# 2
This record from the OMol25 dataset describes a structure of composition C12H17O2Si in a non-equilibrium geometry. The level of theory is wB97M-V/def2-TZVPD.

Geometry as XYZ:
```
32
Properties=species:S:1:pos:R:3:forces:R:3
Si 0.97198 -0.06713 1.54333 1.606 0.907 -1.359
O 1.22024 -2.87634 -0.80142 0.503 0.695 1.082
O 1.88181 -1.70499 1.05266 0.549 -0.884 0.704
C 1.25988 -1.87113 -0.05903 -0.766 -2.172 -1.900
C -0.74926 -0.38806 -0.78027 -2.603 -0.650 -1.924
C 0.34491 1.70786 1.62277 -2.876 1.050 1.690
C 1.91328 0.18359 -1.54608 -3.995 -1.611 1.069
C -2.72414 0.98073 -1.16974 -2.561 0.220 0.521
C -2.82976 -1.40309 -1.58393 -1.590 1.125 -1.083
C -0.03889 -0.87874 2.90670 -0.461 1.087 0.331
C -1.38388 0.85924 -0.89510 2.796 1.262 1.381
C 0.59162 -0.60963 -0.35582 2.850 3.633 0.002
C -1.52207 -1.48946 -1.26429 2.290 0.610 -0.031
C 2.78455 1.05768 -0.73555 -1.024 -1.481 2.197
C -3.48800 -0.16358 -1.46728 -0.928 0.407 0.136
H -4.62103 -0.08921 -1.62825 1.857 -0.037 0.137
H 2.23164 -0.71914 -2.04759 1.009 -0.275 0.451
H -0.76076 1.90353 1.57394 0.402 -0.609 -0.002
H 0.67097 2.48986 0.99079 1.015 0.606 -1.068
H 0.54303 2.10836 2.63386 0.339 -0.281 -0.001
H 3.51678 1.51316 -1.29701 1.808 1.244 -1.323
H -3.32952 1.92699 -0.98557 1.288 -0.996 -0.582
H -0.68579 1.73700 -0.63554 -1.613 -1.128 -0.573
H 2.36712 0.55152 1.77515 -0.397 -0.827 0.631
H -0.83892 -2.24548 -1.60475 -0.407 -1.155 0.347
H 0.33881 -1.87105 2.96218 0.154 -0.946 0.428
H 2.17252 1.80348 -0.16744 0.765 -0.592 -0.653
H -3.34548 -2.14336 -2.18354 0.059 -0.541 0.467
H 0.05601 -0.35022 3.91068 -0.295 -0.618 -1.302
H 1.28697 0.61129 -2.32698 -0.213 0.757 0.317
H -1.09641 -0.92767 2.55225 0.590 0.160 0.503
H 3.26179 0.36401 0.01088 -0.152 1.041 -0.594
```
Forces are in eV/Å.

## Properties
- HOMO (eV) = -4.3
- total charge = -1
- LUMO (eV) = 3.510
- orbital gap (eV) = 7.81
- energy relative to the best compared isomer or geometry (same formula, charge and spin) (kcal/mol) = 0.0
- E_tot (Eh) = -907.419456

# 3
This record from the OMol25 dataset describes a structure of composition C12H19LaN3S4 in a non-equilibrium geometry. The level of theory is wB97M-V/def2-TZVPD.

Geometry as XYZ:
```
39
Properties=species:S:1:pos:R:3:forces:R:3
La 0.26281 0.74278 -0.22091 2.496 -2.715 3.136
S 1.23115 -0.60762 -2.62436 0.024 -0.444 -0.464
S -1.99911 1.34608 1.58344 -0.364 0.003 0.251
S 1.83700 2.39094 1.30318 -0.724 0.361 -0.149
S 1.45981 -1.13847 1.68282 -0.492 0.131 -0.518
N -1.69381 -0.75842 -0.89574 -0.987 -0.532 -0.265
N 4.93191 -1.28270 3.20858 -1.962 0.895 -1.239
N 5.11576 2.47331 2.69931 -1.995 -1.483 -0.921
C 2.98042 1.22686 1.86000 0.799 -2.477 0.775
C 4.19707 1.85323 2.31604 1.890 1.391 0.820
C 2.85757 -0.17407 2.03683 0.869 2.458 -0.013
C -0.03098 2.98379 -1.35010 -1.216 2.193 -1.972
C -2.59725 -1.14442 0.24152 -0.284 0.028 -0.039
C 2.42972 -1.85323 -1.97713 -0.429 -0.072 0.029
C -3.18576 0.07112 0.96214 0.073 0.496 0.389
C -1.21584 -1.93574 -1.69527 -0.140 -0.014 -0.191
C 4.01045 -0.80840 2.66372 1.201 -0.797 0.866
C -1.10261 2.32744 -1.83970 -0.469 2.180 -1.146
C -1.47553 0.77270 3.26146 -0.041 -0.295 -0.393
C -0.35068 -1.54313 -2.89856 0.540 0.104 -0.183
H -0.67409 -2.64316 -1.04130 -0.335 0.380 -0.149
H -0.91604 -0.93451 -3.62628 0.225 -0.162 0.326
H -0.13164 3.78535 -0.60923 0.007 -0.692 0.271
H -1.10989 1.83715 -2.82387 0.469 -0.355 0.574
H -2.11122 2.46783 -1.42271 0.518 0.067 0.067
H 2.85413 -2.47507 -2.78238 -0.362 0.374 0.259
H -3.74503 -0.23291 1.85580 0.014 -0.158 -0.358
H 1.85794 -2.44128 -1.24791 0.589 0.003 -0.097
H 0.97138 2.93353 -1.80619 -0.424 -0.146 0.047
H -1.31376 -0.30714 3.14178 0.159 0.378 0.468
H -2.21892 1.00479 4.04184 0.170 -0.057 -0.597
H -2.28638 -0.21121 -1.53627 0.214 -0.196 0.205
H -2.05306 -1.78502 0.95723 -0.106 0.189 -0.455
H 3.23547 -1.29376 -1.47658 -0.398 -0.222 -0.128
H -3.89706 0.62238 0.32020 0.353 -0.218 0.213
H -3.47815 -1.68143 -0.15705 0.473 -0.199 0.213
H -0.02592 -2.44159 -3.43594 -0.305 0.069 0.126
H -0.52749 1.29186 3.47637 -0.360 -0.320 -0.173
H -2.09236 -2.43789 -2.14479 0.312 -0.144 0.414
```
Forces are in eV/Å.

## Properties
- HOMO (eV) = -10.3
- total charge = +1
- LUMO (eV) = -5.265
- orbital gap (eV) = 5.04
- E_tot (Eh) = -2256.993914